Entry 1:
Formula: C34H65Cl2O15PS
Source: OMol25
Level of theory: ωB97M-V/def2-TZVPD

Values from the calculation:
Kohn-Sham gap, eV: 8.65
SMILES: COCCCCC(=O)O[C@@H]([PH2]=S)/C(Cl)=C(\C)Cl.CCOC(C)=O.CCOC(C)=O.CCOC(C)=O.CCOC(C)=O.CCOC(C)=O.CCOC(C)=O
HOMO, eV: -8.580

```
118
Properties=species:S:1:pos:R:3:lowdin_charge:R:1
Cl -1.93119 -5.78404 -0.44589 0.57
Cl 1.04924 -6.29812 0.61150 0.55
S -4.67747 -2.74518 -0.12940 0.14
P -3.19980 -2.96359 1.14180 0.40
O -1.91443 -2.47472 -1.25367 -0.13
O -10.85293 3.53393 -2.62588 0.00
O 6.57677 5.30079 5.29031 0.09
O -12.01529 2.08803 -3.83496 0.09
O -6.93193 -0.08220 -3.53547 0.00
O 3.32174 1.96746 0.05263 0.06
O -0.01634 4.21028 0.12108 -0.22
O 4.54319 -2.54392 1.93037 0.06
O -0.09055 -1.28507 -2.06763 0.07
O 4.92514 5.16178 3.82130 0.00
O 4.40843 -3.88968 -2.06358 0.09
O 5.66287 -1.07353 3.14741 0.01
O 5.97571 -5.44841 -2.21913 0.00
O -5.63088 0.65735 -1.90041 0.08
O 4.92165 0.45565 -0.19721 0.01
C -6.64256 0.08124 -2.23178 -0.53
C 7.01786 -6.24948 -1.64432 -0.23
C 2.78560 0.13306 -1.34988 0.03
C 5.13153 -4.68143 -1.50252 -0.52
C -11.85752 2.65006 -2.77640 -0.53
C -0.92542 -4.35829 0.13033 -0.59
C 1.30981 -3.38111 1.10976 -0.09
C -10.71225 4.40797 -1.49640 -0.23
C 5.03467 -4.89922 -0.01964 0.01
C -1.93735 0.19613 -1.49209 -0.07
C 6.48765 -0.81939 5.42368 -0.06
C -0.18841 3.88027 -1.27361 -0.23
C 3.77864 -2.27327 4.15519 0.03
C 5.85817 -0.95237 -1.94905 -0.06
C -1.40408 2.83240 -1.53340 -0.16
C 5.36053 -0.87394 -0.52153 -0.24
C 0.39805 -4.58351 0.59776 -0.60
C -7.97971 -0.93254 -4.02546 -0.23
C 5.76736 -0.17090 4.26100 -0.22
C -7.64401 -0.37130 -1.20611 0.00
C 6.50216 -7.61822 -1.25424 -0.07
C -9.95182 3.73260 -0.37499 -0.07
C 4.66568 -1.95653 2.98474 -0.49
C -0.82132 1.35798 -1.32429 -0.20
C 6.15267 5.57089 4.18982 -0.53
C 3.67871 0.90807 -0.42340 -0.49
C 0.94532 3.35482 0.79053 -0.11
C -12.70421 2.30461 -1.58351 0.01
C 4.24859 5.61055 2.63607 -0.23
C 7.01559 6.27373 3.17979 0.01
C 4.61891 4.75814 1.44145 -0.07
C -9.29993 -0.19437 -4.08014 -0.07
C -1.58439 -2.90255 0.07997 -0.48
C -1.25709 -1.26480 -1.60197 -0.34
H 0.78930 3.53397 -1.77282 0.13
H -8.34717 0.43822 -1.00444 0.08
H 0.85394 -2.96582 2.07176 0.09
H 0.36621 2.77904 1.61113 0.10
H -9.79124 4.42598 0.45364 0.08
H -2.45991 0.38803 -2.49049 0.14
H 4.05062 5.06267 0.55974 0.09
H 5.93826 -1.68199 5.80640 0.07
H -12.87164 3.14362 -0.91023 0.07
H -3.17429 -1.94490 2.16086 -0.02
H 4.41238 3.70483 1.64453 0.07
H 4.42088 6.67561 2.46224 0.11
H 5.06365 -0.73190 -2.66441 0.07
H -10.48690 2.85968 0.00459 0.07
H 1.79429 3.91350 1.30824 0.08
H -11.68178 4.79447 -1.17316 0.11
H 7.58712 5.53551 2.61596 0.10
H 7.50170 -5.73067 -0.81327 0.11
H 4.28451 -5.66500 0.18570 0.08
H 2.80492 -2.58741 3.77397 0.08
H -8.18263 -1.27323 -1.49177 0.07
H -2.26964 3.08538 -0.81654 0.13
H 7.46965 -1.18218 5.11000 0.09
H -0.42705 1.23774 -0.25465 0.11
H 6.25004 -1.94784 -2.16580 0.07
H 2.40293 -3.64708 1.26161 0.06
H 1.74883 0.32131 -1.06684 0.05
H 1.20091 -2.54214 0.32615 0.09
H -8.98044 3.37981 -0.73089 0.08
H -1.79107 3.00619 -2.60565 0.12
H -12.24656 1.47513 -1.04279 0.09
H 3.59034 -1.41874 4.80255 0.08
H 5.68322 4.83325 1.20864 0.07
H -10.14133 5.27034 -1.84976 0.12
H -10.07740 -0.82607 -4.51552 0.09
H 6.45664 6.91390 2.49945 0.07
H 2.92551 -0.94511 -1.28982 0.08
H 5.98228 -5.16894 0.44421 0.08
H 7.77890 -6.35966 -2.42116 0.12
H -8.03954 -1.85816 -3.44776 0.11
H 6.62130 -0.10581 6.23958 0.09
H -2.74395 0.23262 -0.68789 0.12
H 0.02964 1.24144 -2.08997 0.12
H -13.68970 1.99754 -1.93889 0.09
H 5.73358 -7.55271 -0.48170 0.07
H 6.35149 0.68159 3.90604 0.13
H 4.78850 0.22473 4.54127 0.12
H 2.94228 0.47484 -2.37385 0.11
H -7.68674 -1.22215 -5.03788 0.12
H -0.45292 4.87247 -1.80101 0.12
H 6.04591 -8.11364 -2.11482 0.09
H -9.20666 0.71223 -4.68267 0.09
H -9.62622 0.11820 -3.08626 0.06
H 4.21618 -3.09049 4.73000 0.10
H 7.70755 6.92743 3.71443 0.09
H 4.72359 -3.96124 0.44513 0.04
H -3.30351 -4.26395 1.72896 -0.02
H 1.32838 2.53904 0.08359 0.05
H 4.58215 -1.60739 -0.30704 0.09
H -7.10826 -0.61577 -0.28649 0.07
H -0.94387 -2.09175 0.55743 0.12
H 6.65064 -0.21790 -2.11799 0.08
H 7.31564 -8.24384 -0.87958 0.08
H 3.17958 5.50266 2.83775 0.12
H 6.18563 -1.09563 0.15973 0.12
```

***

Entry 2:
Formula: C34H65Cl3CoNO4P
Source: OMol25
Level of theory: ωB97M-V/def2-TZVPD

Values from the calculation:
Kohn-Sham gap (spin up / spin down), eV: 6.93 / 6.56
Multiplicity: 4
⟨S²⟩: 3.7729
HOMO (spin up / spin down), eV: -6.660 / -6.766

```
109
Properties=species:S:1:pos:R:3:lowdin_spin:R:1
Co 0.01108 0.02454 -0.09200 1.97
Cl -0.84340 -3.11750 -3.90312 0.27
Cl 1.13609 -0.64005 -5.10385 0.06
Cl 2.63386 -2.90093 -4.00512 0.06
P 1.31476 -1.86672 2.79165 0.00
O -0.56410 1.53218 1.39900 0.00
O -1.18507 0.83868 -2.38016 0.01
O 0.79354 -0.82968 1.83553 0.02
O -2.26285 0.00190 0.01319 0.01
N 0.89804 -0.97321 -1.42324 0.11
C -0.00393 -1.73098 7.24772 0.00
C 4.01614 -2.19315 3.95904 0.00
C 5.38042 -1.48330 4.02091 0.00
C 2.89151 -5.14683 0.03412 0.00
C -3.07218 0.00768 -1.16158 0.00
C 3.98940 4.14293 -1.57073 0.00
C 3.43674 -4.56594 1.34957 0.00
C 2.59832 2.03431 -1.65646 0.00
C 1.39042 -1.72824 -3.80225 0.40
C 4.63847 -1.20691 -1.05423 0.00
C -2.81178 0.71977 1.10113 0.00
C 2.33079 -4.57693 2.40832 0.00
C 3.47677 -0.13004 2.60424 0.00
C 0.60387 -3.12193 5.21391 0.00
C -1.57688 1.97069 -3.12944 0.00
C 2.89787 -1.22707 3.50943 0.00
C -0.63525 2.93902 1.22100 0.00
C 5.24608 -0.02359 4.44763 0.00
C 2.65653 3.49564 -1.20364 0.00
C 1.41800 -4.75246 -0.18250 0.00
C -2.15868 -0.20432 -2.34328 0.00
C 1.12897 -1.29671 -2.50795 0.05
C -0.02111 -0.65106 4.95060 0.00
C -1.68222 0.96552 2.07327 0.00
C 4.26257 0.08331 -1.78210 0.00
C 4.39954 0.77330 3.43175 0.00
C 1.10579 -3.42273 0.50169 0.00
C 1.23648 -3.55178 2.03857 0.00
C 0.58664 -0.62897 6.35429 0.00
C 0.19657 -2.01309 4.23192 0.00
C -0.26680 -3.03598 6.46759 0.00
C 1.49941 4.28750 -1.80913 0.00
C 5.50549 0.73482 -2.38732 0.00
C 3.51393 1.07352 -0.87372 0.00
H -2.01491 1.61416 2.88845 0.00
H 0.75638 -5.52703 0.21861 0.00
H 4.83429 3.59159 -1.15165 0.00
H -3.56729 0.98083 -1.24765 0.00
H -3.83902 -0.76924 -1.10077 0.00
H 2.85810 1.99451 -2.72262 0.00
H -1.32994 0.01884 2.47430 0.00
H 6.01573 0.05001 -3.07071 0.00
H -0.93659 -1.37918 7.69585 0.00
H 6.20929 1.00945 -1.59361 0.00
H 2.91777 0.51444 -0.14705 0.00
H 5.04859 1.33428 2.75439 0.00
H 5.36808 -1.00350 -0.26094 0.00
H -3.60960 0.15285 1.59235 0.00
H 3.79354 1.51034 3.96533 0.00
H 0.38014 0.16604 4.34501 0.00
H 0.41919 0.34866 6.80967 0.00
H 0.10996 -3.07812 0.23251 0.00
H 4.24677 1.65150 -0.29668 0.00
H 1.18776 -4.66750 -1.24448 0.00
H -1.81655 1.68776 -4.15854 0.00
H 4.31045 -5.12625 1.68726 0.00
H 4.10779 4.16474 -2.65838 0.00
H 1.87959 -5.57220 2.40738 0.00
H 4.11014 -3.03136 3.28016 0.00
H -1.47925 3.22856 0.58775 0.00
H 6.03473 -2.02210 4.70701 0.00
H 3.76626 -3.53651 1.17498 0.00
H 2.51952 -0.71889 4.40186 0.00
H -2.74115 -0.22597 -3.26702 0.00
H 0.28936 3.24811 0.73979 0.00
H 0.53507 3.85085 -1.53107 0.00
H 2.55935 3.51888 -0.11022 0.00
H 1.79167 -2.66023 0.12698 0.00
H 1.65927 -3.02526 5.49532 0.00
H 5.25462 1.64237 -2.94527 0.00
H -0.73350 2.65908 -3.13918 0.00
H 2.98030 -6.23589 0.05561 0.00
H 0.49170 -4.09957 4.74094 0.00
H 0.28175 -3.91094 2.43577 0.00
H 4.02921 -0.59379 1.78232 0.00
H 1.56331 1.68961 -1.58048 0.00
H 3.77497 -2.60324 4.94342 0.00
H 2.70826 -4.41893 3.41821 0.00
H -1.09419 -0.46222 5.04202 0.00
H 2.67834 0.45688 2.15359 0.00
H 3.75498 -1.67766 -0.61336 0.00
H 4.04428 5.17105 -1.20350 0.00
H 3.59167 -0.18402 -2.60610 0.00
H 1.51023 5.33090 -1.48137 0.00
H 5.09183 -1.92327 -1.74522 0.00
H 6.23603 0.42283 4.54910 0.00
H -0.09251 -3.90116 7.10952 0.00
H -0.72559 3.43555 2.18929 0.00
H 1.56926 4.27740 -2.90169 0.00
H -2.44464 2.47767 -2.69071 0.00
H 4.78617 0.01575 5.44135 0.00
H -1.62808 -1.15113 -2.25916 0.00
H -0.74493 -2.31559 3.76179 0.00
H -1.31510 -3.08379 6.15692 0.00
H -3.23779 1.66231 0.74122 0.00
H 5.85891 -1.52322 3.03740 0.00
H 3.50068 -4.79338 -0.80159 0.00
H 0.68525 -1.92452 8.07286 0.00
H 1.67049 -0.75539 6.29211 0.00
```

***

Entry 3:
Formula: C34H65FN2O10
Source: OMol25
Level of theory: ωB97M-V/def2-TZVPD

Values from the calculation:
Kohn-Sham gap, eV: 8.67
SMILES: O=C(F)NC(=O)c1ccc2c(c1)C(=O)NC2=O.CCOCC.CCOCC.CCOCC.CCOCC.CCOCC.CCOCC
HOMO, eV: -9.417

```
112
Properties=species:S:1:pos:R:3:lowdin_charge:R:1
F -1.48196 3.21014 3.77239 0.14
O -8.80870 5.49193 7.34101 0.16
O -5.28690 -0.02401 2.70336 -0.16
O -3.66166 3.26316 5.84207 0.15
O 4.82816 0.30648 1.05751 -0.18
O -0.73929 4.17090 5.60989 0.18
O 0.33006 -3.94504 -1.02103 -0.16
O -10.00626 5.75386 3.15206 0.16
O -1.88820 -2.30213 -5.29748 -0.16
O 0.13958 1.66688 0.03648 -0.16
O 7.17470 -1.46513 -3.53397 -0.17
N -9.77847 4.77974 5.29196 0.12
N -2.68828 4.96729 4.64403 0.17
C 7.42925 -0.08295 -3.72295 -0.28
C -2.04789 -3.40007 -0.70144 -0.07
C -6.91712 4.84792 2.99910 0.01
C 6.70747 0.81952 2.55925 -0.08
C -5.81538 -0.94057 1.76214 -0.28
C 0.01737 -6.38337 -0.94148 -0.08
C -8.70830 5.14048 6.20554 -0.35
C -2.30181 -1.38930 -7.54438 -0.08
C 1.28987 -0.48730 0.28652 -0.06
C 8.15857 -2.35611 -4.02835 -0.28
C 5.35119 0.16320 2.36545 -0.28
C -9.33252 5.24483 3.99495 -0.35
C 0.34687 -5.09853 -0.20061 -0.28
C -0.89685 -3.64520 -1.66314 -0.28
C 1.15182 0.81790 -0.47482 -0.27
C 5.83881 -1.73062 0.12007 -0.07
C 5.60702 -0.23468 0.00436 -0.28
C -1.55242 4.11778 4.74106 -0.53
C -6.15726 4.69089 5.68056 0.06
C 7.56995 0.31446 -5.18225 -0.08
C -2.64859 -1.38663 -6.06505 -0.28
C -5.23238 4.51165 4.66476 -0.13
C -5.60265 4.59604 3.34268 0.01
C 9.52901 -2.16621 -3.40000 -0.08
C -3.15999 0.36600 1.52860 -0.06
C -5.45609 -2.38934 2.04685 -0.08
C -0.48414 -2.10967 -5.30202 -0.28
C -0.05299 -0.75396 -4.76804 -0.08
C -7.82176 4.99695 4.00692 -0.08
C 1.57642 2.85307 1.64264 -0.06
C -7.45630 4.93492 5.35201 -0.07
C -3.87349 0.00533 2.81964 -0.27
C -3.83384 4.19586 5.09730 -0.36
C 0.29585 2.07803 1.38224 -0.30
H -0.31898 -4.96231 0.65913 0.11
H -5.79734 -2.67773 3.04258 0.08
H 1.03540 -0.68149 -4.75737 0.08
H 9.46984 -2.27870 -2.31590 0.08
H 8.30925 0.22214 -3.14564 0.11
H 0.08735 -7.23703 -0.26592 0.08
H 1.35868 -5.16801 0.20082 0.12
H -2.56371 -0.37752 -5.64707 0.11
H 4.62836 0.63525 3.03255 0.12
H -7.24631 4.89931 1.96733 0.13
H -0.06752 -2.89019 -4.66394 0.11
H -3.69058 -1.68456 -5.94351 0.12
H 0.21900 1.21395 2.05269 0.10
H 9.93935 -1.17657 -3.60534 0.07
H -0.72346 -2.73759 -2.24284 0.10
H -3.50603 -0.94820 3.21490 0.11
H 8.41294 -0.18340 -5.66307 0.07
H 2.46647 2.25395 1.44086 0.06
H -2.43222 -2.38814 -7.96422 0.08
H 6.39283 -1.98965 1.02404 0.07
H -2.27121 -4.28119 -0.09761 0.07
H -2.94616 -0.69447 -8.08470 0.08
H 7.47148 0.37806 1.91788 0.06
H 7.03522 0.70987 3.59386 0.08
H -6.89932 -0.82732 1.80733 0.12
H 7.79889 -3.35960 -3.79851 0.12
H 6.67005 0.04597 -5.73796 0.08
H 7.72467 1.39083 -5.26704 0.08
H 0.71286 -6.53471 -1.76873 0.08
H -5.51580 -0.65822 0.74672 0.11
H 8.21785 -2.28979 -5.12006 0.11
H 2.05465 -1.11436 -0.17278 0.08
H -1.14920 -4.42998 -2.38442 0.11
H 2.11050 1.34672 -0.51583 0.11
H -9.82578 3.76308 5.29846 0.15
H 0.34369 -1.03297 0.28706 0.07
H 6.41003 -2.09106 -0.73686 0.07
H -3.49841 1.33780 1.16411 0.08
H -1.80450 -2.58534 -0.01582 0.07
H -2.50073 5.74552 5.26957 0.15
H -5.92336 -3.04609 1.31158 0.08
H -4.37901 -2.55844 2.00698 0.06
H -0.55770 2.71653 1.60573 0.10
H -2.08267 0.41185 1.69115 0.06
H 6.55707 0.30521 -0.07872 0.11
H -0.07978 -2.28171 -6.30564 0.11
H -0.99042 -6.36889 -1.35862 0.07
H -5.84470 4.63501 6.71890 0.14
H 6.57961 0.44756 -3.29089 0.11
H -4.86871 4.46052 2.55435 0.13
H -0.43698 0.06694 -5.37512 0.07
H -0.42262 -0.60967 -3.75072 0.07
H -3.64819 0.75889 3.57603 0.11
H -2.95122 -3.13688 -1.25374 0.08
H 0.87375 0.60226 -1.50799 0.11
H 5.38641 -0.89539 2.64580 0.11
H 4.88577 -2.26180 0.15637 0.08
H -1.26781 -1.09089 -7.72224 0.06
H 1.62312 3.73629 1.00264 0.08
H 1.57509 -0.32288 1.32648 0.07
H 5.05705 -0.03465 -0.91640 0.11
H 1.61735 3.17372 2.68515 0.08
H 6.65314 1.88319 2.32099 0.08
H 10.22983 -2.90459 -3.79167 0.08
H -3.34757 -0.36280 0.73847 0.06
```